Entry from OMol25: C49H47FHfN7O5S as an isolated structure (wB97M-V/def2-TZVPD).

Output
- Charge: +1
- HOMO-LUMO gap: 0.2055 Ha
- Calculated total energy: -3200.99923 Ha
- Energy relative to the best compared isomer or geometry (same formula, charge and spin): 0.0 kJ/mol

Cartesian coordinates (Å):
Hf1 0.8927 -0.8437 1.4866
S1 1.5233 1.8786 1.0025
F1 -1.8671 4.7984 -1.3505
O1 -0.8909 0.2947 0.3730
O2 3.6445 -0.9416 -0.0847
O3 -0.3624 -2.2718 0.5140
O4 1.4877 -0.6823 -0.5743
O5 -0.3985 -3.4462 -1.3915
N1 -3.2442 -2.9389 3.4853
N2 1.8950 -3.0523 1.7130
N3 2.7871 0.1106 2.4015
N4 -1.7188 -0.2383 -3.5701
N5 -1.6215 5.8157 -6.2263
N6 -2.1287 4.5702 -4.1353
N7 1.3950 -1.8616 4.0435
C1 -1.9643 2.1740 -3.8391
C2 -1.5822 5.8676 -3.7632
C3 -0.5943 -0.1739 3.0735
C4 -2.9922 5.1833 -6.3119
C5 -1.1141 1.6337 4.6621
C6 1.6102 -3.8476 2.7748
C7 4.0673 2.1032 2.1430
C8 -1.3690 -1.2810 -2.7795
C9 -1.7672 1.0427 -3.0338
C10 -0.3082 1.0588 3.6822
C11 4.4020 0.0062 -2.6171
C12 -1.5565 2.4885 -1.1063
C13 -1.5389 1.2106 -1.6656
C14 2.1254 0.7305 -2.9059
C15 -1.0834 -1.1960 -1.4588
C16 -4.6157 -2.5698 3.2173
C17 -1.9005 -0.4737 -5.0072
C18 3.7766 1.2519 -4.5787
C19 1.0697 -5.4099 5.0618
C20 2.2012 -3.6387 0.5662
C21 -2.1920 -2.1457 2.8760
C22 -0.6265 -0.2425 -5.8012
C23 2.8948 1.3590 1.9099
C24 4.7420 0.5913 -3.8297
C25 1.1189 -3.9736 5.1746
C26 1.0419 -1.9156 6.3999
C27 1.2976 -6.0111 3.8792
C28 1.2586 -1.2361 5.1927
C29 -2.5685 -0.2565 4.5006
C30 -2.9984 -3.4426 4.8140
C31 -3.3572 4.7060 -4.8981
C32 -1.9712 3.4392 -3.2854
C33 2.2314 -5.0251 0.4002
C34 -1.7955 3.5673 -1.9024
C35 1.3488 -3.2037 4.0381
C36 -1.5359 6.7368 -5.0366
C37 3.8279 -0.4560 3.0499
C38 -1.1632 0.0751 -0.8143
C39 1.9115 -5.8220 1.4615
C40 5.1024 1.5310 2.8318
C41 3.0941 0.0726 -2.1560
C42 -2.2526 0.9677 5.0813
C43 4.9939 0.2101 3.2933
C44 2.4676 1.3229 -4.1135
C45 -0.5825 -2.4223 -0.7643
C46 -1.7672 -0.8222 3.5130
C47 1.6013 -5.2358 2.6997
C48 0.9504 -3.2819 6.3852
C49 2.7632 -0.5534 -0.8367
H1 -2.8980 1.3938 5.8403
H2 1.1134 0.7839 -2.5187
H3 2.4680 -5.4336 -0.5713
H4 3.6880 -1.4798 3.3624
H5 -0.5816 5.7325 -3.3580
H6 5.7611 0.5355 -4.1895
H7 0.5647 1.6232 3.3806
H8 -3.6700 5.9428 -6.6940
H9 1.7127 1.8426 -4.6927
H10 0.9321 -1.3509 7.3149
H11 -3.8728 3.7520 -4.9561
H12 0.8573 -5.9940 5.9491
H13 -3.6802 -4.2698 5.0285
H14 0.7548 -3.8394 7.2940
H15 0.1624 -0.9207 -5.4730
H16 -2.0564 2.0771 -4.9125
H17 5.1402 -0.5029 -2.0113
H18 -2.2394 -1.5021 -5.1140
H19 -2.7246 0.1512 -5.3496
H20 1.8968 -6.9017 1.3651
H21 1.2935 -0.1546 5.1612
H22 4.1240 3.1107 1.7549
H23 -2.1810 6.3948 -3.0180
H24 -5.2662 -3.4411 3.3326
H25 -2.9115 4.3742 -7.0342
H26 -3.1172 -2.6975 5.6150
H27 -0.6181 7.3118 -5.1233
H28 5.7988 -0.2814 3.8209
H29 -1.2860 -2.2457 -3.2662
H30 -4.0396 5.4212 -4.4236
H31 -0.2493 0.7740 -5.6743
H32 -1.3763 6.2907 -7.0934
H33 -2.4900 -1.9634 1.8405
H34 -1.9789 -3.8288 4.8717
H35 -0.9545 5.0563 -6.0719
H36 -5.0222 -1.7814 3.8666
H37 -1.3107 -2.7923 2.7906
H38 -0.8459 2.5939 5.0897
H39 6.0112 2.0933 3.0097
H40 1.2758 -7.0908 3.7936
H41 4.0476 1.7116 -5.5213
H42 -1.3798 2.6047 -0.0428
H43 2.4101 -2.9811 -0.2634
H44 -3.4584 -0.7734 4.8245
H45 -2.3864 7.4097 -5.1200
H46 -4.7042 -2.2231 2.1864
H47 -0.8081 -0.4167 -6.8628

Results of the Mulliken charge analysis, in e, for atoms 1 through 4: number 1, Hf, carries 1.22; number 2, S, carries -0.49; number 3, F, carries -0.36; number 4, O, carries -0.54

***

Entry from OMol25: C49H48N4O4P3PdS2Te as an isolated structure (wB97M-V/def2-TZVPD).

Output
- Charge: +1
- HOMO-LUMO gap: 0.2294 Ha
- Calculated total energy: -4632.24058 Ha
- Energy relative to the best compared isomer or geometry (same formula, charge and spin): 0.0 kJ/mol

Cartesian coordinates (Å):
Te1 2.5756 6.0585 1.9835
Pd1 0.9910 0.2431 0.4630
S1 0.2793 -0.5271 2.4288
S2 2.8640 0.9949 1.5504
P1 0.8602 3.1061 -1.4316
P2 -0.7959 -0.4204 -0.9030
P3 0.8547 4.8209 1.1286
O1 -0.0519 -2.9970 0.2107
O2 -0.5302 5.5371 0.8416
O3 1.2057 4.2124 -0.3549
O4 0.4450 3.4672 1.8133
N1 -1.0569 -4.9790 0.8402
N2 2.2686 -1.7229 8.0985
N3 5.6968 0.2632 6.9702
N4 -1.0823 -6.2828 0.3672
C1 4.0461 0.6050 -1.9578
C2 1.6956 -1.8421 -4.5237
C3 0.0970 5.3930 -2.8134
C4 -1.4406 -7.3879 1.2419
C5 -2.2424 -1.5141 -0.9780
C6 -0.7214 2.4143 -0.8134
C7 -3.3893 -3.4531 -1.8149
C8 -0.2025 -6.3609 -0.6626
C9 -0.2049 -4.2102 0.0495
C10 1.4997 -0.8623 4.8334
C11 4.8063 0.1215 6.2587
C12 3.7099 -0.0394 5.3459
C13 0.1705 -0.9553 -2.3637
C14 -0.2229 -0.6714 -3.6696
C15 3.3406 3.2680 -2.3849
C16 -3.9953 -3.4323 3.3881
C17 -1.0152 2.9597 3.6742
C18 -3.3770 -4.8989 1.5854
C19 -0.3848 3.9766 -5.1643
C20 -0.3747 6.0521 -3.9396
C21 0.3302 -5.1315 -0.9149
C22 -4.5190 -3.1063 -1.0866
C23 2.4090 -1.2688 7.0528
C24 -2.2510 -2.6649 -1.7597
C25 -2.0582 -4.4767 1.7055
C26 -0.6323 7.7977 -0.0973
C27 0.0954 3.3124 -4.0482
C28 -4.5058 -1.9764 -0.2834
C29 2.0803 -2.1550 -3.2263
C30 3.8140 0.4799 4.0642
C31 0.3240 4.0239 -2.8694
C32 2.7726 1.0468 -1.6386
C33 -2.6786 -3.0010 3.4853
C34 -1.7017 -3.5299 2.6570
C35 -0.6206 5.3451 -5.1077
C36 0.4031 3.2557 3.2573
C37 1.6117 -0.3413 3.5490
C38 4.6128 2.8297 -2.6904
C39 -0.8089 6.9390 1.1290
C40 -1.4962 1.2278 -1.3876
C41 -4.3395 -4.3860 2.4414
C42 1.3202 -1.7211 -2.1507
C43 2.5436 -0.7167 5.7347
C44 2.4154 2.3654 -1.8409
C45 2.7676 0.3270 3.1584
C46 -3.3682 -1.1866 -0.2240
C47 0.5386 -1.1081 -4.7452
C48 0.0790 -7.6708 -1.3102
C49 4.9637 1.4975 -2.4823
H1 -3.3626 -0.3173 0.4248
H2 0.2990 5.9394 -1.9031
H3 -1.3741 -2.9503 -2.3244
H4 -3.3914 -4.3422 -2.4329
H5 2.2879 -2.1818 -5.3632
H6 5.3348 3.5265 -3.0933
H7 -1.1386 -0.1244 -3.8611
H8 -3.6459 -5.6182 0.8223
H9 0.2221 -0.8858 -5.7561
H10 0.7806 -7.5346 -2.1290
H11 4.7156 1.0025 3.7730
H12 -1.2696 3.3427 -1.0240
H13 -0.6199 2.3132 0.2670
H14 -1.4273 2.1581 3.0608
H15 5.9602 1.1593 -2.7333
H16 -1.8370 6.9471 1.4842
H17 2.0775 0.3089 -1.2432
H18 0.3126 2.2494 -4.1020
H19 -0.6739 -3.2046 2.7212
H20 -0.5644 3.4322 -6.0816
H21 -2.1112 -8.0701 0.7223
H22 4.3112 -0.4295 -1.7888
H23 -1.9551 -6.9956 2.1130
H24 3.0763 4.3061 -2.5446
H25 1.5586 -2.0312 -1.1399
H26 -1.6506 3.8420 3.5908
H27 0.8105 4.1389 3.7503
H28 -2.4714 1.2549 -0.8957
H29 -1.6822 1.3434 -2.4553
H30 -0.5543 -7.9300 1.5769
H31 0.4225 7.8972 -0.3580
H32 -4.7492 -3.0317 4.0528
H33 2.9740 -2.7412 -3.0518
H34 -0.5439 7.1201 -3.9050
H35 0.5167 -8.3742 -0.5996
H36 -5.3642 -4.7245 2.3572
H37 -1.1864 7.3866 -0.9418
H38 -5.4073 -3.7226 -1.1383
H39 1.0285 -4.8804 -1.6945
H40 0.6030 -1.3867 5.1388
H41 -1.0215 2.6252 4.7121
H42 -1.0264 8.7941 0.1058
H43 -0.8342 -8.1190 -1.7037
H44 -0.9874 5.8635 -5.9835
H45 -0.1502 7.2578 1.9364
H46 -2.4047 -2.2583 4.2239
H47 -5.3752 -1.7136 0.3043
H48 1.0686 2.4151 3.4414

Results of the Mulliken charge analysis, in e, for atoms 1 through 4: number 1, Te, carries -0.01; number 2, Pd, carries 0.50; number 3, S, carries -0.13; number 4, S, carries -0.76

***

Entry from OMol25: C49H51As2I2KN3O3 as an isolated structure (wB97M-V/def2-TZVPD).

Output
- Charge: -1
- HOMO-LUMO gap: 0.2490 Ha
- Calculated total energy: -7954.63930 Ha
- Energy relative to the best compared isomer or geometry (same formula, charge and spin): 35.7 kJ/mol

Cartesian coordinates (Å):
I1 2.4793 4.9069 -6.3037
I2 2.2297 -0.9856 -5.2230
As1 -1.3816 -0.9885 3.0601
As2 0.9186 -3.1921 -0.7545
K1 0.4062 -0.2470 0.2373
O1 1.4093 0.2164 -2.3593
O2 -1.3299 -0.2272 1.5802
O3 -2.2852 -2.2319 -0.6355
N1 -1.0951 3.2254 1.5306
N2 7.8641 -4.9895 2.8363
N3 0.0213 2.2726 -0.8858
C1 -2.5997 0.2384 5.4058
C2 1.6238 2.5420 -2.7676
C3 3.2586 -3.5679 2.5222
C4 -1.8329 3.2387 0.4217
C5 -5.4689 -0.3674 2.1007
C6 -1.1083 3.1711 -0.9135
C7 -3.3809 -1.3044 2.9208
C8 -0.1006 -5.8836 -0.7024
C9 1.2188 -5.1258 -0.5604
C10 4.4128 -1.6671 3.4438
C11 -3.2774 -0.0994 -0.9976
C12 6.8733 -4.4067 2.8677
C13 2.0292 0.9774 -4.5424
C14 0.3153 -3.1516 -2.6250
C15 -6.1247 -1.5715 2.3477
C16 -0.3738 -5.4684 4.1751
C17 -1.4112 0.1123 4.6863
C18 -3.8643 3.4369 1.6757
C19 1.6687 1.1654 -3.1781
C20 -3.2204 3.3486 0.4538
C21 1.9747 -1.5511 3.0409
C22 -0.6823 -5.1314 2.8636
C23 -2.6682 1.0610 6.5237
C24 -3.2327 -1.6053 -1.0527
C25 -4.4237 -2.3231 -1.6450
C26 -3.1028 3.3993 2.8331
C27 -1.7260 3.2918 2.7026
C28 -1.5521 1.7735 6.9353
C29 1.8490 3.5818 -3.6487
C30 -0.3708 -4.4868 5.1586
C31 -0.2912 0.8213 5.1154
C32 2.2588 2.0174 -5.4302
C33 2.7818 -2.5473 -0.9227
C34 0.9185 -0.9416 3.0332
C35 -0.9952 -3.8186 2.5311
C36 5.6271 -3.6713 2.9070
C37 3.8616 -3.5116 -1.4059
C38 0.9830 -4.0776 -3.6350
C39 -4.0546 -2.4943 3.1767
C40 2.1583 3.3247 -4.9807
C41 -0.9748 -2.8402 3.5160
C42 -0.3638 1.6494 6.2277
C43 -4.1158 -0.2462 2.3751
C44 3.2226 -2.2552 3.0046
C45 -5.4140 -2.6314 2.8875
C46 -0.6647 -3.1704 4.8295
C47 5.6045 -2.3670 3.3961
C48 1.3279 2.7781 -1.3139
C49 4.4483 -4.2702 2.4689
H1 -3.6011 1.1454 7.0679
H2 0.6325 0.7391 4.5611
H3 -5.9114 -3.5736 3.0860
H4 -0.6826 -5.8942 2.0959
H5 3.6426 -3.9182 -2.3920
H6 -3.5321 -3.3404 3.6069
H7 4.8242 -2.9980 -1.4729
H8 -0.8850 -5.4514 -0.0786
H9 0.8966 -5.1304 -3.3583
H10 3.9897 -4.3539 -0.7223
H11 2.3308 -4.0246 2.1961
H12 4.4708 -5.2846 2.0922
H13 -0.7594 -3.3369 -2.5732
H14 0.5141 2.2028 6.5381
H15 1.3841 3.8405 -1.0695
H16 -0.1633 1.4330 -1.4207
H17 -3.5573 3.4311 3.8144
H18 2.0986 2.2755 -0.7200
H19 -1.0975 3.2505 3.5888
H20 4.3895 -0.6515 3.8147
H21 -3.7829 3.3504 -0.4730
H22 -0.6298 -2.4028 5.5943
H23 1.9438 -5.4685 -1.2984
H24 -3.0677 0.2856 -2.0029
H25 -1.2362 -3.5508 1.5071
H26 2.5151 1.8045 -6.4587
H27 -0.1344 -6.4934 4.4296
H28 2.7175 -1.6658 -1.5677
H29 -2.5488 0.2641 -0.2750
H30 1.6564 -5.2925 0.4254
H31 6.5242 -1.9082 3.7346
H32 1.7955 4.6037 -3.2892
H33 -4.2770 0.2417 -0.7188
H34 3.0513 -2.1895 0.0747
H35 -1.8344 2.8877 -1.6819
H36 -0.7827 4.1861 -1.1672
H37 0.0060 -6.9360 -0.4279
H38 -1.6065 2.4200 7.8031
H39 -4.0952 -3.2331 -2.1445
H40 0.4425 -2.1073 -2.9234
H41 -4.9445 3.5115 1.7249
H42 -0.4662 -5.8469 -1.7299
H43 0.5218 -3.9571 -4.6193
H44 -3.6060 0.6790 2.1388
H45 2.0415 -3.8510 -3.7516
H46 -0.1232 -4.7428 6.1813
H47 -3.4831 -0.3022 5.0993
H48 -4.9863 -1.6896 -2.3314
H49 -7.1793 -1.6775 2.1216
H50 -6.0112 0.4718 1.6779
H51 -5.0843 -2.6016 -0.8183

Results of the Mulliken charge analysis, in e, for atoms 1 through 4: number 1, I, carries -0.02; number 2, I, carries 0.01; number 3, As, carries 2.00; number 4, As, carries 0.35

***

Entry from OMol25: C49H51IrN4O3PS3Sb as an isolated structure (wB97M-V/def2-TZVPD).

Output
- Charge: +1
- HOMO-LUMO gap (alpha / beta): 0.2390 / 0.2394 Ha
- Calculated total energy: -4222.86358 Ha
- 2S+1: 2
- Energy relative to the best compared isomer or geometry (same formula, charge and spin): 130.9 kJ/mol

Cartesian coordinates (Å):
Ir1 -0.7029 0.4659 -0.1371
Sb1 2.7136 1.2579 -2.9969
S1 -1.7956 4.1775 2.5786
S2 1.3805 0.2222 -1.4394
S3 3.1898 0.3547 3.2584
P1 -1.2798 -1.4842 -1.0271
O1 -1.3825 -0.6336 2.0792
O2 -1.6734 1.7936 -2.0279
O3 -2.7910 0.4051 0.7685
N1 -1.1827 2.3113 -3.1046
N2 -2.2776 -1.7022 4.3723
N3 1.2598 0.4745 1.6135
N4 -0.7901 2.3656 1.1096
C1 -4.9568 -0.1182 2.3888
C2 1.3623 0.1468 -7.5255
C3 -3.3812 -4.4233 4.2357
C4 -3.5098 -1.2692 3.9631
C5 -1.1423 2.5141 -5.4674
C6 5.1761 0.2958 -1.5184
C7 -2.8987 -6.1631 6.5071
C8 2.1213 1.6797 3.3775
C9 6.2026 -0.5708 -1.1760
C10 -0.9665 -3.0696 7.5298
C11 -0.0637 -2.8403 -1.0176
C12 -2.7306 -2.3433 -0.3601
C13 -1.7126 -1.3459 -2.7873
C14 0.2154 3.9378 -4.1262
C15 6.4657 -1.6843 -1.9642
C16 3.9976 5.6512 -1.3809
C17 -2.3226 -4.7730 6.4857
C18 -2.5513 -0.2471 1.8420
C19 -1.7978 3.2082 1.1728
C20 2.4115 1.7229 -6.0443
C21 2.0130 1.3566 -7.3217
C22 -6.0642 -0.3694 3.1684
C23 3.3719 4.7237 -0.5620
C24 2.6682 -1.5406 1.2650
C25 -0.3866 3.4049 3.1363
C26 -1.5234 -4.3391 7.5360
C27 5.7119 -1.9223 -3.1036
C28 -2.0463 -2.6248 5.4249
C29 -5.8912 -1.0670 4.3634
C30 -0.2286 3.5544 -5.3809
C31 4.6837 -1.0553 -3.4516
C32 -1.2380 -2.2119 6.4802
C33 -2.5759 -3.9199 5.4020
C34 -3.6781 -0.5504 2.7565
C35 2.1620 0.8656 -4.9783
C36 4.4098 0.0478 -2.6533
C37 2.2809 -0.2638 1.9309
C38 0.0128 2.4693 2.2417
C39 -1.6039 1.9036 -4.3240
C40 -0.2660 3.3006 -3.0017
C41 1.5077 -0.3469 -5.1748
C42 -2.9176 3.3538 0.2029
C43 3.9039 4.1127 -3.2265
C44 3.2807 3.1854 -2.3967
C45 1.1517 1.5691 2.4310
C46 4.2614 5.3500 -2.7115
C47 1.1102 -0.7016 -6.4576
C48 -4.6466 -1.5043 4.7575
C49 2.9984 3.4838 -1.0669
H1 -3.9837 -6.1482 6.3884
H2 -6.7443 -1.2659 5.0003
H3 -3.0308 -5.4100 3.9286
H4 1.3051 -1.0027 -4.3353
H5 0.6022 -1.6436 -6.6193
H6 -3.6023 -1.6928 -0.3613
H7 -1.5168 2.1720 -6.4218
H8 -0.8781 -0.8942 -3.3237
H9 0.9277 4.7413 -3.9976
H10 2.2550 2.4513 4.1168
H11 0.8520 -2.5257 -1.5164
H12 4.7456 6.0793 -3.3473
H13 3.1677 4.9620 0.4739
H14 -5.0509 0.4274 1.4590
H15 -0.4704 -3.7190 -1.5201
H16 4.2856 6.6142 -0.9805
H17 4.1307 3.8779 -4.2591
H18 -2.6668 -6.6623 7.4463
H19 -2.9158 -3.2134 -0.9916
H20 4.1088 -1.2488 -4.3500
H21 -3.7014 2.6429 0.4655
H22 0.1665 -3.1018 0.0160
H23 2.2103 2.0146 -8.1579
H24 5.9261 -2.7794 -3.7283
H25 3.6289 -1.4429 0.7567
H26 -7.0440 -0.0297 2.8632
H27 0.0144 3.5419 -1.9868
H28 -1.5118 -1.4515 3.7587
H29 0.1276 4.0528 -6.2705
H30 6.7985 -0.3761 -0.2936
H31 -2.5404 -2.6743 0.6604
H32 4.9813 1.1631 -0.8968
H33 2.4869 2.7597 -0.4400
H34 7.2633 -2.3627 -1.6920
H35 -4.5270 -2.0330 5.6939
H36 -1.9432 -2.3247 -3.2116
H37 2.9179 2.6679 -5.8933
H38 -2.4975 -6.7742 5.6953
H39 -1.3341 -5.0077 8.3671
H40 2.7450 -2.3454 1.9969
H41 -2.5839 3.1074 -0.7993
H42 -2.5848 -0.6989 -2.8733
H43 -0.3433 -2.7436 8.3522
H44 0.0573 3.6479 4.0864
H45 -3.3105 -3.7540 3.3817
H46 -2.3394 1.1168 -4.3034
H47 1.0565 -0.1392 -8.5232
H48 -3.3209 4.3651 0.2368
H49 1.9171 -1.7951 0.5251
H50 -4.4397 -4.5217 4.4902
H51 -0.8444 -1.2034 6.4674

Results of the Mulliken charge analysis, in e, for atoms 1 through 4: number 1, Ir, carries 2.88; number 2, Sb, carries 0.82; number 3, S, carries -0.24; number 4, S, carries -1.02